Entry 1:
Entry from OMol25: a molecular structure, C14H27BF4O7P2PtSb2 (ωB97M-V/def2-TZVPD).

Last column: Mulliken charge in e.
Geometry (Å):
Pt -0.57581 -0.25934 -0.20199  1.215
Sb -0.70520 -0.39189 -2.69226  0.741
Sb -1.36207 2.08562 -0.17224  0.557
P -0.57515 -3.37706 0.78418  0.878
P 0.57102 -1.28714 2.58178  0.582
F 2.23359 0.51518 -1.33633  -0.302
F 1.80748 2.31012 0.02745  -0.273
F 2.68340 0.40059 0.92529  -0.394
F 3.98296 1.71427 -0.43708  -0.311
O -1.22639 -2.26515 -0.02614  -0.819
O -0.32292 -0.28863 1.87610  -0.535
O -0.27571 -4.70250 0.20372  -0.806
O 1.50316 -3.72297 2.37408  -0.655
O -1.53539 -3.56780 2.09609  -0.583
O 1.89171 -0.67431 3.13855  -0.565
O -0.11527 -1.83992 3.88197  -0.454
C -2.94702 3.91407 -3.12575  -0.573
C 1.96593 -2.40305 0.40612  -1.562
C -0.40952 3.88557 -0.74149  -1.244
C 0.57177 0.75369 -3.91824  -1.213
C -2.69441 1.59800 -3.72843  0.565
C -1.99844 2.42755 1.81727  -1.263
C -3.19152 2.24228 -1.30713  -1.449
C -2.42988 2.01316 -5.03392  -0.641
C 0.96623 -2.71544 1.51848  0.797
C -0.37501 -2.41345 -3.21591  -1.260
C -2.95107 2.56961 -2.75009  0.920
C -2.41826 3.35022 -5.38841  -0.703
C -2.64696 0.12277 -3.43630  -1.524
C -2.68292 4.31147 -4.42412  -0.700
B 2.70761 1.25423 -0.21989  0.130
H -3.74305 3.05248 -0.82801  0.659
H -3.74884 1.31895 -1.15367  0.542
H -1.07237 4.71929 -0.51270  0.420
H -0.93955 -3.02342 -2.51476  0.342
H 2.06078 -3.29558 -0.21525  0.490
H -0.20900 3.85910 -1.81062  0.314
H 0.38052 0.53243 -4.96604  0.456
H -2.43050 3.42082 1.91920  0.468
H 0.39228 1.80938 -3.72496  0.248
H -2.68742 5.36218 -4.68147  0.413
H -1.12465 2.31855 2.45524  0.325
H 1.67464 -1.56279 -0.22115  0.121
H -3.15978 4.66432 -2.37266  0.382
H -2.23883 1.26059 -5.79080  0.400
H -2.82764 -0.44973 -4.34529  0.732
H -0.74021 -2.55222 3.64818  0.446
H 0.52571 3.95190 -0.19800  0.461
H 2.93105 -2.15735 0.84360  0.346
H 1.59112 0.50503 -3.63334  0.475
H -2.73096 1.66656 2.07761  0.364
H -0.68127 -2.61191 -4.24075  0.457
H 1.44428 -4.55338 1.87787  0.477
H -3.35946 -0.20226 -2.67967  0.455
H 0.68973 -2.61097 -3.10259  0.371
H -1.66572 -4.51614 2.22851  0.298
H -2.21278 3.63971 -6.41034  0.415
H 2.30166 -0.07096 2.47604  0.565

Output
E_tot = -75746.949 eV
Multiplicity = 1
Orbital gap = 0.3176 hartree
Energy relative to the best compared isomer or geometry (same formula, charge and spin) = 16.91 kcal/mol
Highest occupied orbital energy = -9.189 eV
Net charge = 0

Entry 2:
Entry from OMol25: 2 unconnected molecules or ions with the total composition HNO2S2 in a non-equilibrium geometry (ωB97M-V/def2-TZVPD).

Last column: Mulliken charge in e.
Geometry (Å):
S -1.16437 0.72951 -0.61891  0.075
S 2.36085 -0.52299 0.38015  0.709
O 1.60250 -1.21500 -0.65864  -0.371
O 2.48039 0.91232 0.26785  -0.341
N -2.28587 0.43192 0.38469  -0.331
H -2.99349 -0.33576 0.24486  0.259

Output
E_tot = -27269.187 eV
Multiplicity = 1
Orbital gap (alpha / beta) = 0.2569 / 0.2573 hartree
Energy relative to the best compared isomer or geometry (same formula, charge and spin) = 2.96 kcal/mol
Highest occupied orbital energy (alpha / beta) = -8.421 / -8.425 eV
Net charge = 0

Entry 3:
Entry from OMol25: a molecular structure, C32H33Cl5IN4OS2SiTa in a non-equilibrium geometry (ωB97M-V/def2-TZVPD).

Last column: Mulliken charge in e.
Geometry (Å):
Ta 1.64389 0.24878 -1.96216  0.814
I 4.24638 1.15935 -0.93929  0.152
Cl 0.89113 4.55335 -5.28213  -0.162
Cl 0.31955 -2.56613 6.43293  -0.187
Cl -0.34596 1.53231 -1.07925  0.165
Cl -4.83362 -3.14419 5.34141  -0.180
Cl 2.17822 2.78431 2.57528  -0.189
S 0.25768 4.59256 1.15469  -0.083
S 1.61532 2.17190 -3.40554  -0.086
Si -0.79345 -1.34004 -4.09283  0.229
O -0.11064 1.23287 3.87268  0.022
N 0.70728 -1.22052 -2.88781  0.238
N 2.51622 -2.03403 -1.79003  0.016
N 1.12478 -0.44188 0.11038  0.641
N 0.97701 -0.65256 2.28163  0.278
C 2.61130 -4.15562 -0.75247  -0.889
C 1.75043 -0.28028 1.28658  -0.736
C -1.28254 4.86830 1.79585  -0.229
C -0.21942 -1.07718 1.77433  -0.647
C 3.66925 0.42906 -2.88856  -1.245
C -2.51561 4.04643 -3.19166  -0.669
C -1.61005 4.36386 -4.17839  -0.535
C 0.59992 -3.51812 -1.94822  -0.509
C -0.26631 2.49562 4.55664  -0.780
C -0.13160 -0.97063 0.42107  -0.563
C 1.30000 -0.58707 3.70689  -1.039
C -2.25548 -0.33075 4.35534  0.248
C -0.30011 3.95874 -4.14289  0.044
C -2.12156 3.21837 -2.14933  -0.671
C 1.27791 -2.35156 -2.23990  0.516
C -1.45778 4.26505 3.02524  -1.095
C -1.03646 -0.77338 4.87416  -0.264
C -0.70843 -2.70052 -5.33010  -1.025
C 3.13038 -2.90107 -1.02627  0.750
C 0.66560 3.60727 2.47546  0.604
C 0.22506 0.08403 4.55609  -0.849
C 0.11275 3.01988 -3.17776  -0.157
C -0.87436 0.29539 -4.99172  -1.085
C -0.30895 3.47647 3.41057  0.265
C 1.33921 -4.43432 -1.18604  -0.739
C -2.30957 -1.47881 -2.93611  -1.073
C -1.08856 -1.87229 5.68994  0.901
C -2.22394 -2.63697 5.86718  -1.069
C -0.79921 2.81078 -2.13632  0.632
C 4.47459 -2.52183 -0.44264  -1.372
C -3.37159 -2.19433 5.24990  0.323
C -3.39050 -1.01715 4.52377  -0.977
H 4.15910 -0.47686 -3.14380  0.454
H 0.27752 -2.72367 -5.76012  0.367
H 3.23878 -4.90744 -0.26004  0.477
H -2.26395 -3.45974 6.52244  0.515
H -2.75397 2.98235 -1.32922  0.620
H -1.55417 0.19361 -5.84055  0.461
H -1.18691 2.55687 5.10962  0.357
H -2.13386 -1.95736 -1.99891  0.394
H 0.03132 0.65352 -5.46065  0.406
H -0.80366 -1.24351 -0.34870  0.482
H -1.90775 5.02850 -4.98250  0.483
H -4.34324 -0.69719 4.15490  0.463
H 5.03787 -3.37546 -0.33433  0.545
H 0.85465 -5.37101 -0.85908  0.413
H 4.91630 -1.83025 -1.14762  0.270
H -3.52448 4.41806 -3.17762  0.473
H -1.31561 1.09243 -4.42066  0.118
H 1.54306 -1.58548 4.02432  0.424
H -0.95149 -3.80017 -5.04678  0.321
H -2.28647 0.59225 3.75450  0.319
H -3.14980 -1.99680 -3.46845  0.421
H -2.42219 4.27665 3.53687  0.378
H -0.44013 -3.64168 -2.26176  0.454
H 4.49520 -1.99299 0.49813  0.158
H 2.71075 0.13973 1.45613  0.459
H 0.62414 2.66615 5.19339  0.329
H -1.40731 -2.39680 -6.14055  0.368
H -2.67266 -0.51171 -2.63855  0.306
H 0.71889 0.27750 5.47894  0.852
H -1.02833 -1.50708 2.37342  0.478
H 3.90676 1.20365 -3.58435  0.655
H -1.92414 5.40966 1.11866  0.504
H 2.27765 -0.02918 3.80226  0.539

Output
E_tot = -143528.862 eV
Multiplicity = 1
Orbital gap (alpha / beta) = 0.2430 / 0.2431 hartree
Energy relative to the best compared isomer or geometry (same formula, charge and spin) = 26.54 kcal/mol
Highest occupied orbital energy (alpha / beta) = -13.303 / -13.303 eV
Net charge = +2